ORCA calculation (wB97M-V/def2-TZVPD) on 14 unconnected molecules or ions with the total composition C96H226N14O4.

Net charge = 0
Energy above the lowest of the compared OMol25 structures with the same formula, charge and spin = 21.3 kcal/mol
Orbital gap = 8.55 eV
E_HOMO = -0.29266 Ha
Energy = -4860.3402 hartree

Bonds (Å) are listed after each position.
Cartesian coordinates (Å):
1 H 16.46239 9.56285 23.80822  C331 1.091
2 H 14.44740 18.58381 21.66782  C17 1.088
3 H 22.86272 18.97058 15.83306  C193 1.103
4 C 15.10677 11.25541 24.00001  H59 1.141, H227 1.137, N234 1.432, C331 1.520
5 C 21.98628 23.25665 19.18881  H110 1.063, H169 1.128, H195 1.097, C281 1.528
6 H 20.16525 13.67700 14.96500  C276 1.104
7 H 11.70294 14.96569 22.71470  C337 1.128
8 H 20.41666 19.84607 25.37692  C253 1.102
9 H 13.89181 15.17590 19.92030  C288 1.077
10 H 20.77244 16.73596 16.85710  C53 1.114
11 C 25.14377 17.39897 23.31571  C38 1.525, H57 1.070, H172 1.045, H320 1.097
12 C 13.02258 16.68049 22.83704  H28 1.072, H99 1.106, C202 1.501, C337 1.524
13 C 21.33139 12.76866 19.40017  C56 1.532, H190 1.096, H206 1.080, H220 1.094
14 H 24.59611 20.16114 18.16570  C290 1.061
15 H 15.07286 17.64475 20.28710  C17 1.081
16 H 12.17762 15.80997 15.31294  C129 1.150
17 C 14.71245 17.59269 21.30532  H2 1.088, H15 1.081, H107 1.081, C202 1.491
18 H 10.35489 16.72224 16.78942  C225 1.131
19 H 16.70399 20.11992 22.46330  C272 1.140
20 H 13.87058 16.62985 14.04240  C90 1.105
21 H 19.76696 11.87212 28.04096  C306 1.095
22 H 14.71466 14.77365 21.36646  C288 1.037
23 H 19.80449 21.51890 18.50194  C167 1.092
24 C 23.85911 21.56762 19.56835  H51 1.101, H161 1.122, C281 1.544, C290 1.582
25 H 14.74422 9.11553 24.05555  C331 1.113
26 C 20.43855 15.89145 12.69065  H52 1.082, H164 1.111, C166 1.465, H285 1.113
27 C 11.49936 18.95327 12.01494  C67 1.525, H104 1.066, H224 1.068, H230 1.122
28 H 12.85874 17.67979 23.18869  C12 1.072
29 H 16.08288 19.29615 19.42651  C60 1.097
30 C 20.91667 10.48389 18.80239  C56 1.513, H113 1.079, H158 1.051, H298 1.065
31 H 16.21746 14.68651 12.80956  C294 1.151
32 H 17.87705 21.88993 23.80906  C196 1.052
33 H 18.20047 15.96112 17.22095  C127 1.091
34 C 23.32180 15.24436 15.61393  H81 1.131, C235 1.548, H247 1.088, H249 1.088
35 H 16.21621 12.50226 27.83326  C322 1.126
36 H 17.83898 19.35980 21.22919  C272 1.130
37 H 20.52937 14.98311 17.03896  C53 1.109
38 C 24.92949 17.86107 21.87785  C11 1.525, H88 1.038, H217 1.072, N318 1.460
39 C 17.01784 15.23864 19.28751  H109 1.051, H133 1.116, N145 1.503, C221 1.617
40 H 19.51437 19.32916 20.16753  C279 1.063
41 N 21.63228 21.10422 20.33446  O139 1.400, C228 1.471, C281 1.444
42 C 15.83117 11.65020 16.50390  C76 1.542, H171 1.120, H260 1.045, H311 1.089
43 H 11.26088 16.17098 23.87605  C337 1.075
44 H 20.57352 15.42200 28.12976  C135 1.070
45 H 20.99451 12.28618 23.82431  C333 1.090
46 H 10.64652 18.88593 19.94917  C222 1.099
47 H 16.24963 9.39346 21.47618  C94 1.107
48 C 16.63205 12.31168 25.58659  H108 1.094, N234 1.436, C322 1.588, H339 1.105
49 H 16.02722 22.30721 18.54018  C200 1.102
50 H 24.03669 14.26610 24.45423  C112 1.089
51 H 24.61241 22.35850 19.42821  C24 1.101
52 H 21.49682 16.03440 12.86580  C26 1.082
53 C 20.31105 15.96224 17.51256  H10 1.114, H37 1.109, C127 1.504, H223 1.124
54 H 25.39021 18.58368 16.91650  C317 1.103
55 H 20.46287 9.53425 16.15891  C68 1.159
56 C 21.40275 11.79305 18.22138  C13 1.532, C30 1.513, N241 1.445, C310 1.565
57 H 24.51079 16.55742 23.50389  C11 1.070
58 H 23.41160 16.70716 17.26668  C235 1.077
59 H 14.88716 11.40456 22.89060  C4 1.141
60 C 15.48296 20.17950 19.17420  H29 1.097, N85 1.493, H176 1.047, C200 1.565
61 H 12.66898 20.27930 19.77709  C243 1.120
62 C 17.45671 16.56212 12.81786  H87 1.071, N96 1.495, H181 1.089, C294 1.517
63 H 13.37738 12.82367 17.51067  C73 1.021
64 C 23.22714 19.11236 13.76485  H111 1.079, C193 1.523, H266 1.123, H273 1.127
65 C 20.74577 13.58793 27.00897  N69 1.487, C135 1.543, C150 1.506, C306 1.503
66 H 19.29541 10.16565 15.03228  C68 1.107
67 C 10.89663 17.80228 12.81355  C27 1.525, H74 1.165, H151 1.109, N242 1.492
68 C 19.74548 10.43166 16.00780  H55 1.159, H66 1.107, C84 1.491, H185 1.108
69 N 21.82233 12.68143 26.52976  C65 1.487, O245 1.426, C335 1.530
70 H 11.82027 11.13703 15.15868  C79 1.068
71 C 27.34170 18.28275 19.90881  H128 1.112, H218 1.077, H336 1.080, C340 1.452
72 H 10.18706 15.04948 19.52600  C173 1.071
73 C 12.78970 13.28698 16.81592  H63 1.021, H82 1.069, C100 1.564, H199 1.077
74 H 10.04664 18.22604 13.48894  C67 1.165
75 H 13.29308 14.67486 12.57431  C174 1.058
76 C 14.49895 11.01460 16.05912  C42 1.542, N182 1.503, H229 1.136, H270 1.100
77 C 15.60403 13.47143 23.68664  C93 1.456, H140 1.100, H232 1.098, N234 1.447
78 H 9.21022 17.75937 19.96632  C222 1.101
79 C 12.59609 11.35463 14.45839  H70 1.068, N182 1.457, C209 1.527, H237 1.065
80 H 10.37406 17.71171 18.66877  C222 1.092
81 H 24.02186 14.79874 14.84596  C34 1.131
82 H 12.48272 14.23990 17.19101  C73 1.069
83 H 15.01258 13.20915 26.89389  C322 1.113
84 C 20.42815 11.75589 15.94497  C68 1.491, C183 1.546, N241 1.471, C276 1.464
85 N 14.44759 19.65465 18.23577  C60 1.493, C91 1.409, C98 1.468
86 H 17.37393 14.70051 24.00907  C93 1.074
87 H 16.67809 17.23122 12.51416  C62 1.071
88 H 25.29280 18.83317 21.87135  C38 1.038
89 H 18.83144 19.95741 14.07038  C312 1.081
90 C 13.21223 16.82982 13.17777  H20 1.105, C174 1.558, H213 1.087, N242 1.470
91 C 13.32467 20.38952 17.80605  N85 1.409, H132 1.154, H179 1.107, C243 1.514
92 H 15.99922 15.14505 24.91919  C93 1.074
93 C 16.30014 14.71544 23.98222  C77 1.456, H86 1.074, H92 1.074, H177 1.107
94 C 15.44164 9.58622 20.74395  H47 1.107, N197 1.501, H256 1.108, C303 1.485
95 H 10.77365 15.57719 14.34579  C129 1.096
96 N 18.49611 17.32884 13.57046  C62 1.495, C166 1.506, C207 1.454
97 H 27.56606 17.94067 16.25802  C123 1.093
98 C 15.03221 18.88337 17.13235  N85 1.468, C142 1.503, H152 1.107, H267 1.124
99 H 13.71305 16.18338 23.54432  C12 1.106
100 C 13.65753 13.23335 15.51642  C73 1.564, N182 1.408, H191 1.135, H250 1.056
101 H 11.57006 21.36215 18.81443  C243 1.094
102 H 21.37646 21.02580 24.61671  C253 1.084
103 H 25.87086 17.24671 18.86850  C340 1.087
104 H 10.70681 19.44732 11.50188  C27 1.066
105 H 20.29208 21.26664 21.72056  O139 0.990
106 H 22.62409 9.86824 16.45972  C330 1.087
107 H 15.61984 17.32439 21.82895  C17 1.081
108 H 17.46046 13.01888 25.69304  C48 1.094
109 H 16.79097 16.24028 19.51245  C39 1.051
110 H 21.00132 23.52937 19.47932  C5 1.063
111 H 24.02152 19.84084 13.81707  C64 1.079
112 C 23.45373 14.19002 25.37076  H50 1.089, H192 1.098, H211 1.121, C335 1.556
113 H 21.37688 10.21903 19.74174  C30 1.079
114 H 18.13070 19.16846 24.13419  C210 1.169
115 H 18.72046 21.41637 25.30463  C196 1.107
116 C 25.11659 14.65951 19.91071  H126 1.099, H268 1.054, C300 1.534, H315 1.057
117 H 21.67430 19.14509 22.80026  C271 1.076
118 C 19.14788 15.17786 20.35654  N145 1.428, H216 1.124, H265 1.116, C286 1.494
119 H 18.79642 17.18648 18.31920  C127 1.127
120 H 20.29112 16.96320 14.53500  C166 1.095
121 H 19.35706 15.54934 14.40977  C166 1.093
122 H 13.04377 14.49254 21.14921  C288 1.101
123 C 26.76776 17.52013 15.64142  H97 1.093, H208 1.063, H215 1.090, C317 1.554
124 H 13.32501 18.30310 19.05518  O157 0.988
125 H 21.08341 18.72530 20.76184  C279 1.070
126 H 25.60740 14.14404 20.74822  C116 1.099
127 C 18.90929 16.10037 18.03875  H33 1.091, C53 1.504, H119 1.127, N145 1.477
128 H 27.53603 18.98993 19.07257  C71 1.112
129 C 11.33718 16.40190 14.79749  H16 1.150, H95 1.096, C225 1.521, N242 1.488
130 H 17.32954 21.28487 19.27889  C200 1.102
131 H 25.51764 19.27556 15.34648  C317 1.121
132 H 12.55207 19.71422 17.27891  C91 1.154
133 H 16.75724 14.61087 20.17266  C39 1.116
134 H 23.85418 10.98223 15.94767  C330 1.082
135 C 21.26632 14.97191 27.45009  H44 1.070, C65 1.543, H194 1.095, H314 1.094
136 H 18.96745 13.39037 28.25316  C306 1.149
137 H 18.77655 23.79916 24.76664  C324 1.100
138 H 19.76246 16.67601 21.82167  C286 1.102
139 O 20.50418 21.73416 20.87450  N41 1.400, H105 0.990
140 H 15.67129 13.37546 22.59316  C77 1.100
141 H 15.02932 17.32346 15.66910  C142 1.142
142 C 14.38487 17.65767 16.55005  C98 1.503, H141 1.142, H168 1.136, H188 1.108
143 C 13.18962 11.64602 20.91577  H160 1.079, H236 1.132, H321 1.107, C328 1.531
144 H 19.91957 20.10353 17.53320  C167 1.080
145 N 18.50369 15.13789 19.08241  C39 1.503, C118 1.428, C127 1.477
146 H 22.08040 23.20029 21.92101  C332 1.111
147 H 16.49886 9.02077 18.93530  C303 1.075
148 H 16.65046 12.56571 19.57910  C233 1.123
149 N 12.52074 17.38499 20.53311  O157 1.423, C202 1.536, C308 1.532
150 C 19.78325 13.79911 25.86954  C65 1.506, H240 1.126, C295 1.475, H316 1.075
151 H 10.51295 16.99736 12.15375  C67 1.109
152 H 16.07980 18.65840 17.41249  C98 1.107
153 H 14.91162 8.93456 18.76598  C303 1.058
154 H 20.70310 15.19935 24.61937  C295 1.052
155 H 18.42053 19.79706 15.81931  C312 1.105
156 H 17.59363 11.95544 21.75656  C299 1.081
157 O 12.97844 17.38746 19.18521  H124 0.988, N149 1.423
158 H 19.86784 10.47534 18.86580  C30 1.051
159 H 23.29887 21.26234 17.50648  C290 1.111
160 H 13.44179 12.39378 21.65143  C143 1.079
161 H 24.19106 20.90085 20.40776  C24 1.122
162 H 23.59748 23.65320 21.41325  C332 1.057
163 H 21.90014 13.61538 23.28956  C333 1.057
164 H 20.32488 14.78934 12.60609  C26 1.111
165 H 15.66354 7.68578 19.78857  C303 1.114
166 C 19.66752 16.41546 13.82067  C26 1.465, N96 1.506, H120 1.095, H121 1.093
167 C 20.51582 20.77864 18.12932  H23 1.092, H144 1.080, H178 1.087, C228 1.503
168 H 13.45075 18.06088 16.04550  C142 1.136
169 H 22.57530 24.21424 19.27941  C5 1.128
170 C 10.64878 16.71501 21.93768  H259 1.128, H307 1.066, C308 1.529, C337 1.488
171 H 16.47215 10.81267 16.88061  C42 1.120
172 H 24.98244 18.14257 24.03181  C11 1.045
173 C 11.18350 15.34840 19.78204  H72 1.071, H252 1.056, C308 1.630, H327 1.105
174 C 13.23635 15.64824 12.16277  H75 1.058, C90 1.558, H238 1.136, H251 1.028
175 H 20.59924 13.07745 29.10820  C306 1.133
176 H 14.98863 20.52752 20.02951  C60 1.047
177 H 15.93681 15.46139 23.24890  C93 1.107
178 H 21.16997 21.32157 17.45202  C167 1.087
179 H 13.65362 21.14519 17.06716  C91 1.107
180 H 13.59002 10.39670 12.71102  C209 1.099
181 H 17.94845 16.30510 11.88031  C62 1.089
182 N 13.79789 11.90520 15.07189  C76 1.503, C79 1.457, C100 1.408
183 C 21.85614 11.57593 15.38112  C84 1.546, H305 1.061, H329 1.102, C330 1.561
184 H 23.46126 22.01130 22.08240  C332 1.081
185 H 18.89640 10.39320 16.71934  C68 1.108
186 H 19.42920 18.76591 23.04471  C210 1.071
187 H 23.49257 11.84324 23.70273  C264 1.053
188 H 14.20802 16.76719 17.18444  C142 1.108
189 H 24.92974 16.15704 16.74572  C235 1.086
190 H 21.74674 12.30547 20.30277  C13 1.096
191 H 14.68516 13.66097 15.73776  C100 1.135
192 H 22.90642 15.14198 25.37411  C112 1.098
193 C 23.15388 18.27043 15.03227  H3 1.103, C64 1.523, N248 1.440, H313 1.083
194 H 22.26489 14.89192 27.89106  C135 1.095
195 H 22.06299 22.90817 18.15187  C5 1.097
196 C 18.82050 21.75380 24.25521  H32 1.052, H115 1.107, N254 1.481, C324 1.546
197 N 15.53447 11.07025 20.54173  C94 1.501, C233 1.479, C328 1.424
198 H 13.13960 9.29015 14.06782  C209 1.121
199 H 11.81714 12.83450 16.71829  C73 1.077
200 C 16.44088 21.29010 18.62804  H49 1.102, C60 1.565, H130 1.102, H255 1.049
201 H 19.49971 12.36444 14.04007  C276 1.105
202 C 13.54458 16.67368 21.42990  C12 1.501, C17 1.491, N149 1.536, C288 1.548
203 H 11.08907 18.12241 16.09056  C225 1.087
204 C 22.62936 19.64525 18.75080  C228 1.527, H262 1.112, C290 1.459, H291 1.111
205 H 16.94591 10.92418 18.90586  C233 1.109
206 H 21.94760 13.60855 19.11501  C13 1.080
207 C 18.02472 18.01330 14.76335  N96 1.454, H293 1.089, C312 1.515, H334 1.129
208 H 26.62689 16.48830 15.85455  C123 1.063
209 C 12.83879 10.20117 13.48842  C79 1.527, H180 1.099, H198 1.121, H282 1.094
210 C 18.75606 19.57649 23.23525  H114 1.169, H186 1.071, N254 1.462, C272 1.541
211 H 24.04726 14.07208 26.31475  C112 1.121
212 H 19.09030 13.34016 18.07282  O297 1.002
213 H 13.62333 17.74831 12.76747  C90 1.087
214 H 18.08830 10.44084 21.08318  C299 1.059
215 H 27.08086 17.61557 14.60182  C123 1.090
216 H 20.24730 15.11604 20.13196  C118 1.124
217 H 23.87935 17.98439 21.70414  C38 1.072
218 H 27.44166 18.78270 20.85799  C71 1.077
219 H 14.66443 12.67482 19.57834  C328 1.126
220 H 20.30106 13.04959 19.63557  C13 1.094
221 C 16.12557 14.78674 18.01664  C39 1.617, H246 1.053, H284 1.092, H292 1.108
222 C 10.28372 17.86893 19.74590  H46 1.099, H78 1.101, H80 1.092, C308 1.518
223 H 21.05590 15.93188 18.35365  C53 1.124
224 H 12.16156 18.56787 11.27156  C27 1.068
225 C 10.54328 17.22942 15.79625  H18 1.131, C129 1.521, H203 1.087, H319 1.120
226 H 22.63672 11.67575 27.91344  O245 0.936
227 H 14.17304 11.46121 24.61591  C4 1.137
228 C 21.28508 20.15908 19.26245  N41 1.471, C167 1.503, C204 1.527, C279 1.544
229 H 14.67084 10.00746 15.56348  C76 1.136
230 H 12.08154 19.66493 12.65851  C27 1.122
231 H 18.80108 11.79783 20.38610  C299 1.074
232 H 14.55099 13.58872 23.97428  C77 1.098
233 C 16.77439 11.48257 19.84885  H148 1.123, N197 1.479, H205 1.109, C299 1.500
234 N 16.11544 12.24064 24.24882  C4 1.432, C48 1.436, C77 1.447
235 C 23.94915 16.43796 16.37340  C34 1.548, H58 1.077, H189 1.086, N248 1.446
236 H 12.82609 10.67557 21.37150  C143 1.132
237 H 12.22697 12.11149 13.80612  C79 1.065
238 H 12.33849 15.75660 11.47548  C174 1.136
239 H 22.47754 18.94975 24.44454  C271 1.095
240 H 18.93113 14.46565 26.18175  C150 1.126
241 N 20.47973 12.37861 17.27677  C56 1.445, C84 1.471, O297 1.418
242 N 11.93207 17.27345 13.74902  C67 1.492, C90 1.470, C129 1.488
243 C 12.60668 21.04796 18.96434  H61 1.120, C91 1.514, H101 1.094, H275 1.106
244 H 15.61681 9.73139 25.43647  C331 1.113
245 O 22.75088 12.55131 27.60411  N69 1.426, H226 0.936
246 H 16.73700 14.32694 17.29359  C221 1.053
247 H 22.45547 15.57211 15.04338  C34 1.088
248 N 24.29680 17.50995 15.46721  C193 1.440, C235 1.446, C317 1.425
249 H 23.02494 14.42902 16.26996  C34 1.088
250 H 13.39482 13.79812 14.66410  C100 1.056
251 H 13.99199 15.70802 11.46903  C174 1.028
252 H 11.64190 14.64874 20.42596  C173 1.056
253 C 20.74391 20.17823 24.37893  H8 1.102, H102 1.084, N254 1.475, C271 1.482
254 N 19.61939 20.70398 23.58296  C196 1.481, C210 1.462, C253 1.475
255 H 16.82671 21.06789 17.67796  C200 1.049
256 H 14.47295 9.29565 21.19541  C94 1.108
257 H 24.11179 15.65618 21.46217  C300 1.094
258 H 22.78727 10.80006 24.94474  C264 1.109
259 H 9.68391 16.13385 21.99186  C170 1.128
260 H 16.37540 11.99944 15.68250  C42 1.045
261 H 19.47862 14.11547 23.89485  C295 1.083
262 H 22.40656 19.04331 17.84304  C204 1.112
263 H 20.39438 18.27922 19.11007  C279 1.087
264 C 23.32012 11.75095 24.73789  H187 1.053, H258 1.109, H326 1.041, C335 1.534
265 H 18.96689 14.23866 20.93066  C118 1.116
266 H 22.32668 19.78113 13.81057  C64 1.123
267 H 15.26114 19.54116 16.24994  C98 1.124
268 H 25.80368 14.91093 19.15157  C116 1.054
269 H 19.87238 19.07032 15.03381  C312 1.080
270 H 13.76331 10.87117 16.86462  C76 1.100
271 C 21.55389 19.04775 23.86538  H117 1.076, H239 1.095, C253 1.482, H287 1.111
272 C 17.79072 20.04346 22.12792  H19 1.140, H36 1.130, C210 1.541, H274 1.101
273 H 23.27592 18.49831 12.82102  C64 1.127
274 H 18.10141 21.04271 21.78416  C272 1.101
275 H 13.14352 21.97152 19.25163  C243 1.106
276 C 19.69778 12.68359 15.07884  H6 1.104, C84 1.464, H201 1.105, H289 1.108
277 H 16.34895 15.64811 14.33264  C294 1.097
278 H 13.94217 11.28486 18.99636  C328 1.110
279 C 20.49419 19.00453 19.91365  H40 1.063, H125 1.070, C228 1.544, H263 1.087
280 H 18.65946 17.29940 20.59708  C286 1.139
281 C 22.55906 22.19037 20.12061  C5 1.528, C24 1.544, N41 1.444, C332 1.541
282 H 11.84734 10.00237 13.07148  C209 1.094
283 H 18.07932 16.25829 21.96307  C286 1.110
284 H 15.58657 15.53652 17.43382  C221 1.092
285 H 20.15341 16.30601 11.69754  C26 1.113
286 C 18.89314 16.37250 21.21691  C118 1.494, H138 1.102, H280 1.139, H283 1.110
287 H 21.06566 18.07283 24.08000  C271 1.111
288 C 13.85503 15.22064 20.99608  H9 1.077, H22 1.037, H122 1.101, C202 1.548
289 H 18.68549 12.86078 15.49206  C276 1.108
290 C 23.64632 20.60439 18.33167  H14 1.061, C24 1.582, H159 1.111, C204 1.459
291 H 23.06859 19.01295 19.55145  C204 1.111
292 H 15.33063 14.11616 18.40018  C221 1.108
293 H 17.93729 17.49624 15.71832  C207 1.089
294 C 16.93309 15.29792 13.47227  H31 1.151, C62 1.517, H277 1.097, H304 1.060
295 C 20.32383 14.22022 24.56342  C150 1.475, H154 1.052, H261 1.083, C333 1.509
296 H 25.27101 18.66684 19.63603  C340 1.106
297 O 19.18398 12.36684 17.85353  H212 1.002, N241 1.418
298 H 21.24370 9.66826 18.20102  C30 1.065
299 C 17.89367 11.45447 20.84713  H156 1.081, H214 1.059, H231 1.074, C233 1.500
300 C 24.50187 15.94353 20.48170  C116 1.534, H257 1.094, N318 1.506, H325 1.066
301 H 23.06276 12.78100 17.39352  C310 1.107
302 H 19.45325 23.44222 23.13906  C324 1.095
303 C 15.63426 8.76692 19.52083  C94 1.485, H147 1.075, H153 1.058, H165 1.114
304 H 17.62899 14.60204 13.86521  C294 1.060
305 H 21.80856 10.98898 14.49839  C183 1.061
306 C 20.01577 12.93311 28.14750  H21 1.095, C65 1.503, H136 1.149, H175 1.133
307 H 10.37168 17.69039 22.26563  C170 1.066
308 C 11.09769 16.81893 20.47960  N149 1.532, C170 1.529, C173 1.630, C222 1.518
309 H 23.53475 11.26843 18.44985  C310 1.146
310 C 22.85610 11.72264 17.64576  C56 1.565, H301 1.107, H309 1.146, C330 1.496
311 H 15.80203 12.43957 17.25324  C42 1.089
312 C 18.82166 19.29219 14.92232  H89 1.081, H155 1.105, C207 1.515, H269 1.080
313 H 22.30822 17.60085 14.93832  C193 1.083
314 H 21.27401 15.62983 26.57632  C135 1.094
315 H 24.30890 14.16414 19.44223  C116 1.057
316 H 19.36025 12.82581 25.69947  C150 1.075
317 C 25.43030 18.28095 15.85665  H54 1.103, C123 1.554, H131 1.121, N248 1.425
318 N 25.54085 16.93979 20.92404  C38 1.460, C300 1.506, C340 1.504
319 H 9.54754 17.60705 15.44911  C225 1.120
320 H 26.18486 17.08852 23.46725  C11 1.097
321 H 12.33459 12.05275 20.34218  C143 1.107
322 C 15.68157 12.32009 26.85894  H35 1.126, C48 1.588, H83 1.113, H338 1.071
323 H 20.45084 23.26652 24.63100  C324 1.083
324 C 19.46466 23.15802 24.19691  H137 1.100, C196 1.546, H302 1.095, H323 1.083
325 H 23.66648 16.35818 19.96542  C300 1.066
326 H 24.18451 11.67431 25.31296  C264 1.041
327 H 11.73695 15.38066 18.82638  C173 1.105
328 C 14.37669 11.65136 19.94934  C143 1.531, N197 1.424, H219 1.126, H278 1.110
329 H 22.24692 12.57451 15.12683  C183 1.102
330 C 22.86437 10.92541 16.37987  H106 1.087, H134 1.082, C183 1.561, C310 1.496
331 C 15.54530 9.83812 24.33053  H1 1.091, C4 1.520, H25 1.113, H244 1.113
332 C 23.00567 22.77890 21.47293  H146 1.111, H162 1.057, H184 1.081, C281 1.541
333 C 21.39818 13.24699 24.14400  H45 1.090, H163 1.057, C295 1.509, C335 1.550
334 H 16.94781 18.24055 14.51322  C207 1.129
335 C 22.50614 12.96956 25.19126  N69 1.530, C112 1.556, C264 1.534, C333 1.550
336 H 28.05959 17.49196 19.74652  C71 1.080
337 C 11.62172 16.08040 22.86747  H7 1.128, C12 1.524, H43 1.075, C170 1.488
338 H 15.05339 11.45375 26.91093  C322 1.071
339 H 17.19070 11.36241 25.67031  C48 1.105
340 C 25.97021 17.82348 19.78491  C71 1.452, H103 1.087, H296 1.106, N318 1.504